Formula: C66H66BaCl2Ge2IN3O3S4
Source: the Open Molecules 2025 dataset
Level of theory: the ωB97M-V functional and the def2-TZVPD basis

ΔE to the lowest compared entry with this formula, charge and spin (kJ/mol): 168.1
Net charge: -2
Orbital gap (eV): 4.883
Largest force on an atom (eV Å⁻¹): 2.28

The geometry in XYZ format:
```
148
Properties=species:S:1:pos:R:3:forces:R:3:lowdin_charge:R:1
Ba -0.6232 -0.6049 0.1950 1.630 0.080 -1.596 1.719
C 4.4412 -1.9507 1.1115 0.012 -0.038 0.015 -0.031
O 4.1939 -0.5420 0.9944 0.022 -0.013 0.049 -0.021
C 2.9341 -0.1329 1.1849 0.045 -0.073 0.067 -0.592
O 2.0285 -0.8461 1.5718 -0.325 0.070 -0.277 -0.023
N 2.8591 1.2085 0.9488 0.022 0.055 0.022 -0.011
N 1.5797 1.7864 0.8712 -0.152 -0.091 -0.369 -0.007
H 5.4037 -2.0579 1.6059 0.002 0.008 -0.005 0.089
H 4.4795 -2.3861 0.1171 -0.003 0.006 -0.026 0.081
H 3.6570 -2.4394 1.6828 -0.017 0.010 0.005 0.086
H 3.5386 1.5559 0.2807 -0.012 -0.020 -0.025 0.080
H 1.4410 2.0774 -0.1043 0.162 0.058 -0.051 -0.022
H 1.5877 2.6176 1.4477 -0.103 0.024 -0.020 0.063
Cl -0.6872 -2.0925 7.8005 0.012 0.002 -0.004 0.632
C -1.0092 -1.7197 6.1197 -0.029 -0.044 0.002 -0.619
C -1.8837 -2.4981 5.4206 0.039 0.028 0.001 -0.193
C -2.1546 -2.2230 4.0732 -0.105 -0.061 -0.138 -0.641
I -3.4757 -3.4566 3.0262 0.064 0.042 0.060 0.879
C -1.5741 -1.1636 3.3774 -0.227 -0.091 0.005 -0.474
O -1.7976 -0.9080 2.1379 -0.799 -0.233 1.450 -0.533
C -0.6677 -0.3335 4.1491 0.045 0.095 -0.031 -0.146
N -0.1236 0.7192 3.4934 -0.002 -0.024 0.011 0.127
C 0.7321 1.4767 4.1255 -0.045 -0.046 0.001 -0.147
C 1.1260 1.2561 5.4594 0.028 0.011 -0.003 -0.059
C 0.5731 0.2140 6.1440 0.008 -0.006 0.032 -0.042
C -0.3669 -0.6209 5.5028 0.025 0.039 -0.025 -0.179
H -2.3645 -3.3362 5.9061 -0.001 0.001 -0.007 0.085
H 1.1468 2.3107 3.5687 0.027 -0.004 0.020 0.089
H 1.8596 1.9024 5.9235 -0.010 0.017 -0.012 0.096
H 0.8516 0.0090 7.1689 -0.017 0.006 0.007 0.081
C 6.5077 -0.0085 -8.8313 -0.041 -0.010 0.036 -0.061
C 5.7488 0.9780 -7.9818 0.006 -0.007 0.003 -0.275
C 6.1035 1.2081 -6.6595 0.005 0.017 -0.001 -0.016
C 5.4710 2.1790 -5.8904 0.041 0.028 0.023 -0.228
C 5.8789 2.3918 -4.4565 -0.036 -0.039 -0.043 -0.032
C 4.4471 2.9391 -6.4664 -0.017 0.004 0.013 -0.181
C 4.0345 2.6794 -7.7753 -0.008 0.042 -0.027 -0.231
C 2.8834 3.4236 -8.4052 0.033 -0.017 0.021 -0.026
C 4.6982 1.7095 -8.5164 -0.040 -0.045 0.012 -0.029
C 3.8777 4.1079 -5.7225 0.165 0.070 -0.050 -0.219
C 4.4871 5.3341 -6.0029 -0.030 0.019 0.009 -0.041
C 4.0738 6.4974 -5.3789 -0.053 -0.057 0.019 -0.081
C 3.0329 6.4324 -4.4663 -0.008 0.001 -0.055 -0.055
C 2.4135 5.2199 -4.1728 -0.030 0.145 -0.026 -0.215
C 2.8321 4.0305 -4.7960 -0.058 -0.215 -0.027 -0.184
Ge 2.0497 2.2811 -4.1915 -0.076 0.011 -0.019 -0.083
S 2.7143 1.9091 -2.2056 -0.013 -0.180 0.381 0.153
S 2.5040 0.4712 -5.4633 -0.137 -0.178 -0.180 0.274
Ge 0.3202 -0.0148 -5.0259 0.122 0.198 -0.062 -0.013
S -0.2455 -1.1662 -3.3281 0.158 0.443 0.702 0.129
S -0.1572 2.1841 -4.6683 0.173 0.015 0.070 0.307
C -0.5698 -0.8561 -6.6179 0.083 0.044 0.111 -0.176
C -0.0396 -2.0131 -7.2148 -0.071 -0.133 -0.009 -0.206
C -0.7667 -2.6992 -8.1881 0.013 0.077 -0.004 -0.051
C -2.0126 -2.2532 -8.5960 0.021 0.055 0.035 -0.081
C -2.5422 -1.1147 -8.0112 -0.001 -0.015 -0.073 -0.048
C -1.8372 -0.4234 -7.0285 -0.064 0.076 -0.070 -0.227
C -2.4912 0.7843 -6.4355 -0.013 0.031 -0.030 -0.180
C -2.3162 2.0412 -7.0158 -0.146 -0.037 -0.093 -0.261
C -1.4495 2.2475 -8.2323 -0.003 -0.014 0.098 -0.029
C -2.9321 3.1486 -6.4359 -0.016 -0.014 -0.055 -0.051
C -3.7023 3.0343 -5.2925 -0.028 -0.003 0.036 -0.279
C -4.3163 4.2463 -4.6403 0.001 -0.078 -0.003 -0.056
C -3.8808 1.7699 -4.7395 0.014 0.039 -0.003 -0.018
C -3.2949 0.6405 -5.2937 -0.018 -0.024 0.044 -0.214
C -3.4855 -0.7045 -4.6450 -0.072 0.098 -0.054 -0.048
C 1.2882 -2.5853 -6.8312 -0.025 0.049 0.038 -0.157
C 1.3770 -3.4791 -5.7580 -0.088 0.019 0.086 -0.202
C 0.1486 -3.9362 -5.0198 0.047 -0.180 -0.195 -0.070
C 2.6323 -3.9438 -5.3749 0.048 -0.002 -0.021 -0.001
C 3.7819 -3.5778 -6.0577 0.009 -0.024 0.036 -0.269
C 5.1416 -4.0448 -5.6058 -0.034 0.018 -0.011 -0.055
C 3.6565 -2.7673 -7.1787 0.011 0.054 -0.026 -0.025
C 2.4264 -2.2671 -7.5817 0.001 -0.012 0.038 -0.236
C 2.3344 -1.3761 -8.7931 0.038 0.042 0.080 -0.035
C 1.2668 5.2544 -3.2125 -0.013 -0.035 -0.015 -0.152
C 1.4865 5.2201 -1.8329 0.062 -0.087 0.081 -0.224
C 2.8747 5.1956 -1.2522 -0.025 0.060 -0.005 -0.066
C 0.3878 5.1655 -0.9790 -0.080 -0.011 -0.024 -0.019
C -0.9144 5.1735 -1.4585 0.038 0.016 0.042 -0.266
C -2.0919 5.0537 -0.5257 0.035 0.000 -0.040 -0.054
C -1.1086 5.3119 -2.8265 0.009 0.064 -0.026 -0.018
C -0.0391 5.3722 -3.7096 0.003 0.091 -0.014 -0.233
C -0.2925 5.6024 -5.1780 -0.004 -0.100 -0.001 -0.045
H 7.0804 -0.7025 -8.2150 -0.016 -0.009 0.001 0.070
H 7.2100 0.5115 -9.4887 0.012 -0.017 0.000 0.073
H 5.8356 -0.5884 -9.4663 -0.019 -0.011 0.016 0.063
H 6.8970 0.6191 -6.2093 -0.004 0.006 -0.008 0.112
H 6.8311 1.9011 -4.2501 -0.006 0.000 -0.002 0.073
H 5.1280 1.9812 -3.7733 0.008 0.019 -0.001 0.033
H 5.9702 3.4537 -4.2219 0.015 0.003 0.006 0.081
H 2.2782 3.9366 -7.6599 -0.019 -0.022 0.010 0.072
H 2.2381 2.7283 -8.9454 0.007 -0.007 0.000 0.075
H 3.2437 4.1707 -9.1185 -0.017 0.016 0.008 0.080
H 4.3741 1.5132 -9.5349 -0.001 -0.006 -0.001 0.117
H 5.3024 5.3575 -6.7182 -0.017 -0.010 -0.011 0.117
H 4.5501 7.4445 -5.6051 0.009 -0.011 0.009 0.093
H 2.6765 7.3322 -3.9753 0.009 -0.014 0.013 0.118
H -0.3361 -3.5975 -8.6180 0.002 0.012 -0.011 0.118
H -2.5644 -2.7860 -9.3621 -0.011 -0.014 0.028 0.093
H -3.5181 -0.7458 -8.3096 0.007 -0.007 0.007 0.116
H -1.1322 1.3037 -8.6709 0.002 0.003 -0.013 0.072
H -0.5500 2.8024 -7.9528 0.025 0.002 0.021 0.070
H -1.9844 2.8219 -8.9929 0.027 0.020 0.014 0.077
H -2.7741 4.1284 -6.8785 -0.003 -0.007 0.000 0.112
H -4.1897 5.1332 -5.2622 0.000 0.018 0.000 0.071
H -3.8451 4.4438 -3.6743 -0.085 -0.047 -0.042 0.054
H -5.3838 4.1011 -4.4613 -0.008 0.013 -0.003 0.073
H -4.4814 1.6612 -3.8407 -0.008 -0.004 -0.014 0.115
H -4.3258 -0.6791 -3.9493 -0.015 0.004 0.004 0.073
H -2.5804 -0.9795 -4.0923 -0.087 -0.032 -0.037 -0.011
H -3.6630 -1.4862 -5.3840 -0.030 -0.015 -0.022 0.079
H -0.6075 -4.3148 -5.7119 0.014 -0.055 -0.045 0.078
H -0.2930 -3.1037 -4.4652 0.017 -0.189 -0.090 -0.045
H 0.3999 -4.7219 -4.3067 0.003 -0.008 0.014 0.077
H 2.7057 -4.5980 -4.5116 -0.008 0.008 -0.001 0.111
H 5.0791 -4.5739 -4.6546 -0.002 -0.004 -0.013 0.068
H 5.8131 -3.1935 -5.4748 0.004 -0.014 0.007 0.075
H 5.5951 -4.7157 -6.3403 0.009 0.001 0.009 0.072
H 4.5456 -2.4891 -7.7356 0.035 0.023 -0.035 0.107
H 3.2322 -1.4741 -9.4064 0.003 0.009 0.006 0.066
H 2.2486 -0.3304 -8.4872 -0.030 0.048 0.030 0.064
H 1.4630 -1.6188 -9.4038 0.037 0.024 0.004 0.072
H 3.5690 5.8066 -1.8284 -0.011 0.061 -0.001 0.070
H 3.2527 4.1691 -1.2760 -0.022 0.043 -0.014 -0.006
H 2.8625 5.5550 -0.2210 -0.001 0.004 0.008 0.071
H 0.5586 5.1070 0.0930 0.006 0.002 -0.014 0.106
H -1.7648 4.9404 0.5084 -0.010 0.007 0.001 0.068
H -2.7005 4.1844 -0.7838 -0.005 -0.006 0.006 0.076
H -2.7374 5.9331 -0.5850 -0.007 0.001 0.007 0.074
H -2.1192 5.3693 -3.2210 0.124 0.037 0.027 0.092
H -1.2925 6.0132 -5.3274 -0.008 -0.016 0.002 0.072
H -0.2254 4.6687 -5.7426 0.017 -0.014 0.038 0.036
H 0.4382 6.2954 -5.5970 -0.010 0.025 -0.007 0.076
Cl 4.6010 -5.6655 0.6437 -0.024 0.006 -0.003 0.556
C 3.0092 -5.0120 0.2587 0.016 -0.019 0.003 -0.714
C 2.8293 -4.2698 -0.9010 0.013 0.030 -0.009 -0.158
C 1.5957 -3.7207 -1.1872 -0.020 -0.044 0.014 -0.064
C 0.4686 -3.9125 -0.3386 -0.190 0.013 -0.116 -0.383
C -0.8056 -3.3373 -0.6453 0.001 -0.148 0.168 -0.302
C 0.7030 -4.6871 0.8280 0.139 0.075 0.050 -0.070
C 1.9469 -5.2164 1.1254 -0.044 0.017 0.006 -0.147
H 3.6631 -4.1150 -1.5774 -0.011 0.008 0.003 0.095
H 1.4673 -3.1315 -2.0904 0.016 -0.023 0.009 0.067
H -1.6546 -3.7936 -0.1318 0.038 0.016 0.019 0.000
H -0.9812 -3.1702 -1.7064 -0.036 0.064 0.044 -0.037
H -0.1235 -4.8672 1.5083 -0.002 0.002 -0.006 0.095
H 2.0933 -5.7998 2.0273 -0.004 0.013 -0.004 0.091
```
Positions in Å, forces in eV/Å.